The following is a DFT calculation (wB97M-V/def2-TZVPD) of one molecule with the formula C4H9NO.

Element x y z (Å)
C 0.20896 -1.32535 0.46055
C -0.21039 -2.40540 -0.53241
C -0.09777 0.08005 -0.05957
N 0.33642 1.07954 0.74935
C 0.31751 2.46316 0.31088
O -0.67479 0.31684 -1.10193
H -0.29880 -1.43580 1.42300
H 1.28295 -1.31160 0.64141
H -0.40895 -3.34378 -0.03560
H 0.52370 -2.47218 -1.32323
H -1.12423 -2.05957 -1.01630
H 0.89544 0.86291 1.55504
H 0.34115 3.09255 1.20210
H 1.17533 2.68836 -0.32264
H -0.62455 2.66759 -0.17387

energy above the lowest of the compared OMol25 structures with the same formula, charge and spin = 8.46 kcal per mole
calculated total energy = -287.81897 Ha
multiplicity = 1
HOMO energy = -9.60 eV